[1]
BCd3H24O18P2 | ωB97M-V/def2-TZVPD

Structure (ORCA input):
```
! wB97M-V def2-TZVPD RIJCOSX def2/J DEFGRID3
* xyz -1 1
Cd 0.19164 0.66479 3.07595
Cd 3.34336 0.07306 -0.92903
Cd -3.27167 1.34297 0.32861
P -3.05273 2.02216 3.76864
O -2.12065 2.49076 2.68196
O -3.90420 1.08347 2.91721
O -3.62885 2.99182 4.74341
O -2.05521 1.24540 4.55466
P 0.07475 0.19076 -0.46359
O -0.77005 -0.40130 0.63488
O 0.89193 -0.68416 -1.37144
O 1.16567 0.76737 0.45613
O -0.88189 1.14595 -1.09970
B 1.72871 -1.46245 4.29310
H 1.48079 -0.74441 5.05937
H 2.36989 -2.18981 4.76649
H 0.80653 -1.80010 3.84607
H 2.38086 -1.00835 3.56322
O -0.02348 -4.27705 -1.50266
H -0.64501 -4.18160 -0.78099
H 0.27233 -3.38499 -1.68419
O -1.70719 2.76079 -4.73586
H -1.46038 2.28464 -3.94301
H -2.33451 3.41838 -4.43540
O 4.39562 -2.44105 0.35219
H 5.27436 -2.64222 0.67402
H 3.86009 -3.18115 0.63800
O 0.26630 4.60466 -1.42067
H 0.24069 4.95887 -0.53179
H -0.41213 3.92946 -1.42958
O -1.51470 -1.54071 -4.51108
H -0.92612 -1.02884 -3.95629
H -1.57475 -2.39146 -4.07651
O -2.79518 -3.38357 1.02098
H -2.18577 -2.64944 1.09786
H -2.83227 -3.75787 1.90118
O 2.47794 -3.13384 -4.72861
H 1.88271 -2.39230 -4.83829
H 3.16339 -2.80721 -4.14578
O -4.94291 -0.19657 -1.26393
H -5.08986 -1.09030 -0.95430
H -5.43873 -0.14103 -2.08082
O 3.09686 2.44002 -2.54748
H 2.85230 3.26993 -2.13803
H 3.49260 2.69154 -3.38197
O 2.27642 2.69394 4.08308
H 2.98933 2.25402 4.54618
H 2.59320 3.58702 3.94779
*
```

Summary:
Energy relative to the best compared isomer or geometry (same formula, charge and spin), kcal per mole: 213.3
LUMO energy, eV: -1.9

---

[2]
C36H65CsI2N4O5Si3 | ωB97M-V/def2-TZVPD

Structure (ORCA input):
```
! wB97M-V def2-TZVPD RIJCOSX def2/J DEFGRID3
* xyz -2 1
Cs 0.72521 -0.30728 -1.11255
C 2.54469 -1.68244 -3.45937
C 3.49346 -0.77271 -2.94290
C 3.08759 0.52863 -3.31603
C 1.89991 0.42085 -4.07412
C 1.56545 -0.94438 -4.16173
C 0.36489 -1.54986 -4.82966
C 1.15075 1.58269 -4.66107
C 3.79638 1.81109 -2.98645
C 4.73414 -1.12401 -2.16880
C 2.50699 -3.17414 -3.28186
H 0.60749 -2.07051 -5.76610
H -0.38958 -0.79535 -5.06773
H -0.12339 -2.29285 -4.18861
H 1.61639 1.97011 -5.57830
H 1.08983 2.41873 -3.95581
H 0.12281 1.31136 -4.91830
H 4.13182 2.35413 -3.88059
H 4.68473 1.62291 -2.37638
H 3.16481 2.51315 -2.42301
H 5.63497 -0.68555 -2.61626
H 4.88605 -2.20500 -2.14294
H 4.70803 -0.79585 -1.12451
H 2.44494 -3.70260 -4.24116
H 1.64089 -3.51191 -2.69553
H 3.39399 -3.54425 -2.76337
C 3.70869 0.77489 0.92277
O 2.66612 -0.07695 1.32881
Si 2.53849 -0.63775 2.93234
C 4.32696 -0.99641 3.47155
C 2.06134 0.88687 3.95027
C 1.39463 -1.99840 3.03053
Si 0.40548 -2.14738 4.53420
C 1.41223 -2.44390 6.12808
C -0.81336 -3.60712 4.52348
C -0.67919 -0.63517 4.95133
Si 1.79979 -3.50078 2.09139
C 0.30149 -4.33143 1.28295
C 2.64375 -4.86388 3.12572
C 2.99837 -3.21146 0.65306
H 4.69309 0.33199 1.10830
H 3.67184 1.74292 1.44200
H 3.62411 0.96280 -0.15136
H 4.97643 -0.11525 3.46565
H 4.79131 -1.76714 2.85078
H 4.29375 -1.38267 4.49507
H 2.76067 1.70779 3.75785
H 2.09867 0.67464 5.02291
H 1.05154 1.23317 3.71709
H 1.99169 -3.36757 6.03720
H 0.77152 -2.52550 7.01320
H 2.12175 -1.62882 6.30052
H -0.29546 -4.56493 4.43840
H -1.52825 -3.55078 3.69905
H -1.37891 -3.61474 5.46079
H -0.14399 0.07215 5.59064
H -1.58337 -0.94057 5.48798
H -0.98526 -0.08735 4.05676
H -0.36166 -4.80084 2.01339
H 0.61502 -5.10458 0.57477
H -0.28964 -3.59679 0.72590
H 2.03447 -5.15983 3.98339
H 3.59877 -4.49752 3.51514
H 2.84048 -5.75969 2.52719
H 2.50468 -2.67553 -0.15883
H 3.32920 -4.17322 0.24814
H 3.88389 -2.63577 0.92799
I -2.51175 -2.90735 -1.96694
I -1.49037 -5.41466 -2.35208
N -2.44412 -1.53175 1.86003
N -1.28773 -0.85295 1.34375
H -2.25402 -1.88458 2.79447
H -2.60080 -2.33557 1.26246
H -0.44164 -1.17574 1.82569
H -1.39580 0.13026 1.57382
C 0.90552 3.07446 0.98403
C -0.57010 3.24397 1.21980
O -1.18011 2.49995 1.95909
C -1.31356 4.25526 0.39850
C -2.69284 4.35169 0.54782
C -3.42694 5.20762 -0.25866
C -2.78362 5.98086 -1.21396
C -1.40415 5.90205 -1.35817
C -0.67169 5.03729 -0.55937
H 1.25875 2.21398 1.54763
H 1.45788 3.97111 1.27683
H 1.05216 2.91341 -0.08378
H -3.17392 3.72235 1.28556
H -4.50401 5.25420 -0.15903
H -3.35869 6.63134 -1.86091
H -0.90180 6.49546 -2.11216
H 0.39439 4.93823 -0.70834
C -5.05348 0.79565 -4.33027
C -5.50580 1.10304 -2.90692
C -4.35430 1.54824 -2.00332
C -4.85069 1.90286 -0.57019
C -5.36429 0.73620 0.26455
C -3.77051 2.85019 -2.52051
O -4.45796 3.77105 -2.92736
N -2.41870 2.95858 -2.40999
C -1.55953 1.97166 -1.87731
O -0.41222 2.32596 -1.61653
N -2.01255 0.71952 -1.70311
C -3.30110 0.44166 -1.86733
O -3.74669 -0.72032 -1.82183
H -5.89731 0.47577 -4.94464
H -4.31413 -0.00670 -4.33905
H -4.61429 1.67675 -4.80290
H -5.95688 0.21508 -2.46720
H -6.24934 1.90311 -2.91422
H -5.62751 2.66307 -0.69418
H -4.02435 2.38106 -0.03521
H -6.16938 0.20004 -0.23961
H -5.75410 1.11582 1.21170
H -4.57425 0.02128 0.49199
H -2.00605 3.86707 -2.56590
*
```

Summary:
Energy relative to the best compared isomer or geometry (same formula, charge and spin), kcal per mole: 0.0
LUMO energy, eV: 3.6

---

[3]
C29H28N5S5Ta | ωB97M-V/def2-TZVPD

Structure (ORCA input):
```
! wB97M-V def2-TZVPD RIJCOSX def2/J DEFGRID3
* xyz 2 1
Ta 0.25230 -0.04203 0.07090
S 2.52419 0.98101 -0.37838
C 2.95310 0.25193 -1.92036
C 4.29748 0.08222 -2.24361
C 4.66190 -0.43998 -3.47445
C 3.69963 -0.82020 -4.40175
C 2.35983 -0.67065 -4.09485
C 1.99886 -0.12591 -2.86700
S 0.26638 0.02392 -2.50900
C -0.17817 1.74501 -2.89386
C -0.44218 2.64285 -1.71637
C -0.99259 3.89267 -1.95798
C -1.06427 4.81181 -0.92702
C -0.47001 4.48974 0.28482
C 0.07847 3.23195 0.45249
C 0.99724 2.96358 1.60745
S 0.99637 1.25213 2.19933
C -0.31344 1.28149 3.39286
C -0.29478 2.14796 4.47686
C -1.29968 2.04960 5.42351
C -2.28395 1.07616 5.29259
C -2.27451 0.19438 4.22535
C -1.27507 0.29255 3.25976
S -1.20658 -0.84777 1.93030
N -0.03007 2.27415 -0.49530
H 5.05365 0.35697 -1.52093
H 5.71064 -0.56317 -3.70807
H 3.99242 -1.23931 -5.35385
H 1.59554 -0.97701 -4.79715
H -1.02569 1.72304 -3.57796
H 0.67419 2.16040 -3.43687
H -1.34223 4.13743 -2.95156
H -1.51683 5.78167 -1.08058
H -0.39834 5.21268 1.08507
H 0.80933 3.62591 2.44874
H 2.01362 3.14838 1.25193
H 0.49712 2.87686 4.59588
H -1.30625 2.71854 6.27234
H -3.06342 0.99869 6.03818
H -3.03389 -0.57078 4.13721
C 2.74765 -4.36422 2.89929
C 2.97615 -4.41901 1.39721
N 1.73117 -4.30694 0.64004
C 1.13342 -3.17860 0.28353
S 1.96594 -1.65143 0.53253
N -0.01750 -3.23566 -0.33759
N -0.61140 -2.03753 -0.54795
C -1.77232 -2.10047 -1.13627
C -2.36366 -3.37711 -1.62296
C -2.52534 -0.84955 -1.23207
C -3.80312 -0.79260 -1.77644
C -4.55810 0.35669 -1.62411
C -4.02376 1.40640 -0.89205
C -2.72866 1.30089 -0.42886
N -1.96027 0.22549 -0.63989
H 3.69807 -4.44575 3.42474
H 2.10676 -5.18156 3.22855
H 2.27823 -3.42168 3.18500
H 3.43982 -5.35956 1.10347
H 3.64773 -3.62466 1.07217
H 1.19655 -5.14872 0.47586
H -1.89784 -4.22381 -1.13341
H -2.18766 -3.47062 -2.69890
H -3.43692 -3.40325 -1.45233
H -4.20996 -1.64915 -2.29037
H -5.55567 0.41681 -2.03644
H -4.59216 2.30027 -0.68109
H -2.29745 2.10645 0.14965
*
```

Summary:
LUMO energy, eV: -6.8

---

[4]
C3H2KLiO3 | ωB97M-V/def2-TZVPD

Structure (ORCA input):
```
! wB97M-V def2-TZVPD RIJCOSX def2/J DEFGRID3
* xyz 0 1
O -1.51791 0.36687 1.19890
O 0.43729 -1.00589 -0.47887
C 0.74417 -0.27235 -1.58590
C 0.41749 -0.51416 0.84149
O 0.57220 0.95762 -1.49913
C -0.24341 0.39849 1.59812
Li 1.27195 -1.39437 -3.25712
H 0.02651 0.54941 2.65369
H -0.54049 -1.37230 1.24679
K -1.16781 2.28669 -0.71798
*
```

Summary:
Energy relative to the best compared isomer or geometry (same formula, charge and spin), kcal per mole: 148.3
LUMO energy (spin up / spin down), eV: -1.0 / -0.9

---

[5]
C5H8O | ωB97M-V/def2-TZVPD

Structure (ORCA input):
```
! wB97M-V def2-TZVPD RIJCOSX def2/J DEFGRID3
* xyz 0 1
C 1.57600 -0.27798 0.49498
C 0.64949 0.60647 -0.31613
C -0.64378 0.10709 -0.94930
C -1.30790 -0.85393 0.02182
O -1.23178 0.11850 1.09091
C -0.67230 1.07677 0.19493
H 1.08775 -0.69211 1.38263
H 2.46591 0.26108 0.84074
H 1.90093 -1.12256 -0.11781
H 1.15098 1.31806 -0.97380
H -0.88667 0.22810 -2.00118
H -0.73899 -1.76549 0.24394
H -2.35221 -1.11202 -0.19704
H -0.99743 2.10801 0.28530
*
```

Summary:
Energy relative to the best compared isomer or geometry (same formula, charge and spin), kcal per mole: 54.7
LUMO energy, eV: 1.1

---

[6]
C3H9NS | ωB97M-V/def2-TZVPD

Structure (ORCA input):
```
! wB97M-V def2-TZVPD RIJCOSX def2/J DEFGRID3
* xyz 0 1
C -0.17356 1.96245 -0.42764
C -0.62366 -0.45594 -0.11550
C -0.04723 -2.00433 0.12436
H -1.01986 2.14795 -1.03866
H 0.68171 3.20167 -0.28115
H -0.58568 1.64742 0.83356
H 1.27692 0.34490 -0.23879
H -0.92982 0.32001 1.01058
H -1.58572 -0.40614 -0.84288
H -0.35650 -2.44935 1.34954
H -0.74222 -3.16489 -0.73889
H 2.02025 0.11100 1.14904
N 0.28846 0.54926 -0.98559
S 1.79689 -1.80401 0.20203
*
```

Summary:
Energy relative to the best compared isomer or geometry (same formula, charge and spin), kcal per mole: 281.5
LUMO energy, eV: -2.0

---

Number 1: maximum force 0.1155 hartree/bohr, DFT total energy -2579.34245 hartree. Number 2: maximum force 0.0145 hartree/bohr, DFT total energy -3490.29930 hartree. Number 3: maximum force 0.0174 hartree/bohr, DFT total energy -3443.28074 hartree. Number 4: maximum force 0.1268 hartree/bohr, DFT total energy -948.46124 hartree. Number 5: maximum force 0.0074 hartree/bohr, DFT total energy -270.47080 hartree. Number 6: maximum force 0.1349 hartree/bohr, DFT total energy -572.19144 hartree.